Entry 1:
{"formula": "C2H10NO2S", "method": "ωB97M-V/def2-TZVPD", "elements": ["C", "C", "S", "N", "H", "H", "H", "H", "H", "H", "H", "H", "O", "H", "H", "O"], "positions_angstrom": [[-1.359, 0.157, -0.422], [-0.835, 1.461, -1.031], [0.330, 1.083, -2.377], [-0.412, -0.473, 0.488], [-1.696, -0.583, -1.148], [-2.193, 0.358, 0.227], [-0.228, 2.053, -0.235], [-1.738, 2.060, -1.294], [0.464, 0.020, 0.567], [-0.285, -1.211, -0.129], [-0.690, -2.350, 1.048], [-0.815, -2.640, 2.494], [-0.582, -3.088, 1.716], [3.341, 0.299, -0.013], [3.388, 1.722, -0.338], [3.311, 1.132, 0.447]], "e_above_lowest_ev": 1.1589, "charge": -1, "orbital_gap_ev": 6.562, "max_force_ev_per_a": 3.03, "e_homo_ev": -2.71}

=====

Entry 2:
{"formula": "C2H3FO", "method": "ωB97M-V/def2-TZVPD", "elements": ["C", "C", "O", "F", "H", "H", "H"], "positions_angstrom": [[-0.994, 1.300, 0.198], [-0.144, 0.182, -0.091], [-1.656, 2.178, -0.126], [-0.909, 0.925, 2.503], [-0.139, 0.116, -1.278], [1.002, 0.336, 0.147], [-0.559, -0.638, 0.637]], "e_above_lowest_ev": 3.3436, "charge": 0, "orbital_gap_ev": 9.463, "max_force_ev_per_a": 2.62, "e_homo_ev": -9.97}

=====

Entry 3:
{"formula": "CH2NO4S3", "method": "ωB97M-V/def2-TZVPD", "elements": ["S", "C", "N", "S", "H", "H", "O", "S", "O", "O", "O"], "positions_angstrom": [[1.824, 2.742, -2.135], [1.439, 1.243, -2.114], [0.918, 0.149, -1.892], [1.428, -0.514, -0.351], [2.775, -0.437, -0.451], [1.111, 0.399, 0.636], [-2.506, -0.797, -0.092], [-1.938, -0.725, 1.273], [-1.185, -1.975, 1.566], [-2.968, -0.493, 2.288], [-0.898, 0.410, 1.272]], "e_above_lowest_ev": 0.0000, "charge": -1, "orbital_gap_ev": 3.499, "max_force_ev_per_a": 2.10, "e_homo_ev": -3.13}

=====

Entry 4:
{"formula": "C13H14BrGaIO9S", "method": "ωB97M-V/def2-TZVPD", "elements": ["C", "C", "O", "O", "C", "O", "C", "Ga", "Br", "I", "O", "C", "O", "C", "C", "C", "C", "C", "C", "H", "H", "H", "H", "H", "H", "H", "H", "H", "H", "C", "C", "O", "S", "O", "O", "O", "H", "H", "H", "H"], "positions_angstrom": [[-0.729, -0.244, 4.158], [-0.271, -1.339, 3.257], [-0.965, -2.170, 2.786], [1.112, -1.365, 3.047], [1.556, -0.590, 2.022], [0.809, 0.206, 1.500], [2.957, -0.803, 1.699], [3.326, -2.205, 0.286], [5.532, -3.025, 0.632], [1.767, -4.235, 0.541], [3.354, -1.452, -1.436], [2.404, -0.575, -1.736], [2.579, 0.622, -1.742], [1.102, -1.158, -2.194], [1.017, -2.419, -2.786], [-0.222, -2.914, -3.185], [-1.378, -2.165, -2.977], [-1.299, -0.903, -2.389], [-0.060, -0.399, -2.009], [-1.392, -0.661, 4.908], [0.087, 0.298, 4.619], [-1.307, 0.443, 3.544], [3.500, -1.156, 2.570], [3.336, 0.157, 1.363], [1.914, -3.005, -2.912], [-0.272, -3.896, -3.630], [-2.340, -2.564, -3.264], [-2.190, -0.314, -2.229], [0.065, 0.565, -1.551], [-1.347, 2.603, -0.387], [-1.407, 3.899, 0.389], [-2.475, 4.634, -0.239], [-3.603, 3.623, -0.737], [-4.645, 3.552, 0.226], [-3.900, 3.927, -2.090], [-2.738, 2.295, -0.638], [-0.836, 2.732, -1.343], [-0.888, 1.790, 0.166], [-0.490, 4.476, 0.321], [-1.664, 3.734, 1.438]], "charge": -1, "orbital_gap_ev": 8.432, "max_force_ev_per_a": 0.80, "e_homo_ev": -6.04}